The following is a quantum chemistry calculation of C27H47AsN3O16P2RbSi3 as an isolated structure, from OMol25.

Geometry as XYZ:
```
100
Properties=species:S:1:pos:R:3:forces:R:3:lowdin_charge:R:1
Rb -1.405016 0.900023 -1.241696 0.03 0.15 0.11 0.847
As 0.262076 -1.037426 2.090980 -0.01 0.04 -0.02 0.842
P -3.853784 -0.244806 -3.743000 -0.18 -0.08 -0.16 0.273
P -1.865357 1.974416 -4.846429 0.05 -0.14 -0.07 0.436
Si 1.464775 -2.978569 2.627950 0.01 0.04 0.03 0.229
Si 0.911876 0.343606 3.886277 0.02 -0.04 0.01 0.255
Si -1.971196 -1.553940 2.637379 -0.03 -0.03 0.01 0.251
O -0.522652 -3.980862 -1.428643 -0.02 -0.05 0.01 0.054
O -1.075797 2.605139 0.871896 0.14 -0.01 0.04 -0.199
O -2.551396 -1.160449 -4.053666 0.10 -0.19 -0.17 -0.152
O 1.334861 -6.194144 -6.768551 0.02 0.01 0.02 0.044
O -4.023457 1.172852 -6.013864 -0.01 -0.01 0.01 -0.108
O -4.982613 -0.825934 -4.530577 0.00 0.01 0.02 -0.322
O 0.573357 -6.920737 -4.891160 0.02 0.02 0.01 0.049
O -0.977414 0.899624 -5.586450 -0.02 0.04 0.02 -0.117
O 2.127543 -0.329302 -5.944458 0.03 -0.05 -0.01 0.103
O 1.415540 -1.450113 -7.639515 0.04 -0.03 0.01 0.060
O -1.279099 2.496200 -3.597726 0.03 0.03 0.09 -0.358
O -1.524959 4.774853 1.263559 0.01 -0.01 -0.02 0.000
O -0.537946 -1.849432 -1.651958 -0.13 -0.12 -0.02 -0.037
O -3.927734 0.037125 -2.280448 0.25 0.02 0.10 -0.415
O -2.060695 3.085584 -5.985498 0.02 -0.01 0.00 -0.116
O 0.342404 -0.767882 -3.895189 -0.12 0.02 0.02 -0.004
N -0.330411 -2.972695 -2.086996 0.04 0.09 0.00 -0.318
N 1.562037 -1.279840 -6.439143 -0.12 0.09 0.01 -0.348
N 0.902656 -6.012956 -5.639083 -0.06 -0.02 -0.03 -0.369
C 1.521284 -4.149097 1.167829 -0.06 0.01 -0.05 -0.226
C -3.022308 -0.039555 2.316725 0.12 -0.03 -0.04 -0.200
C 1.266642 -0.550356 5.512455 -0.05 0.00 0.02 -0.220
C -3.563996 1.360358 -4.660307 -0.05 0.01 -0.01 -0.576
C 0.773193 -4.653926 -5.170350 0.02 0.00 -0.02 -0.150
C 2.470394 1.215539 3.333025 0.00 0.03 -0.01 -0.208
C 1.683002 3.747995 0.463815 -0.05 0.00 0.04 -0.202
C 3.440359 4.445701 1.989585 -0.01 0.01 0.02 -0.298
C 0.839640 -3.985907 4.091112 -0.03 -0.01 -0.02 -0.221
C -2.476502 -2.929325 1.470576 0.02 -0.01 0.04 -0.212
C 4.905124 4.599701 2.305775 0.00 0.00 0.00 -0.066
C -0.770413 3.797673 1.155356 -0.09 0.07 0.04 -0.684
C 1.108414 4.611564 2.649879 -0.01 0.00 -0.02 -0.211
C 0.714358 4.051098 1.431316 0.03 -0.03 -0.08 -0.057
C 0.300654 -4.408936 -3.897440 0.00 0.02 0.03 0.082
C 0.511523 -1.943346 -4.240118 0.08 -0.06 -0.03 -0.285
C 3.027042 3.953737 0.757838 0.00 0.01 0.00 -0.030
C -2.279321 -2.082299 4.421120 0.02 -0.02 0.01 -0.214
C 1.148923 -3.598081 -6.001979 -0.01 -0.03 0.02 0.076
C 1.053785 -2.322007 -5.541021 0.05 0.02 -0.02 -0.044
C -0.450735 1.571573 4.229259 0.00 -0.03 -0.07 -0.206
C -4.406201 2.446286 -3.981817 0.00 0.00 0.00 -0.080
C 1.305802 3.262605 -0.912661 -0.02 0.00 -0.12 -0.039
C 0.179767 -3.115614 -3.440238 0.00 -0.02 -0.01 -0.043
C 3.243106 -2.451317 2.952032 0.03 -0.05 -0.01 -0.235
C 0.098851 5.084840 3.663597 0.00 -0.02 0.01 -0.054
C 2.465372 4.780828 2.917319 0.01 -0.02 0.00 -0.039
H 0.725377 -3.396239 5.000435 0.00 0.03 0.01 0.009
H -1.865448 -1.357051 5.125201 -0.02 0.01 -0.01 0.006
H 3.871091 -3.339996 3.068376 0.01 0.01 -0.01 0.026
H -4.031045 2.667153 -2.984507 0.00 0.00 0.00 0.075
H 2.765128 5.189639 3.879100 0.00 0.00 0.00 0.106
H -2.930258 0.710675 3.102248 -0.01 -0.03 0.01 0.022
H 1.534194 -4.807084 4.294276 0.01 0.01 0.00 0.025
H -4.393132 3.358493 -4.581765 0.00 0.00 0.00 0.077
H -2.716054 0.451705 1.394791 -0.07 0.09 -0.03 -0.003
H 0.374636 -1.065895 5.875661 0.01 -0.01 0.01 0.010
H -0.760858 4.421360 3.726882 0.01 0.00 0.00 0.064
H -4.073687 -0.323203 2.221850 0.00 -0.01 0.00 0.039
H -0.295808 6.057855 3.367348 -0.01 0.00 0.00 0.083
H 2.117051 -5.029290 1.429178 0.01 0.00 -0.01 0.029
H 1.547485 0.198703 6.260006 0.00 0.00 0.01 0.027
H -4.570737 0.362105 -5.950364 0.00 0.00 0.00 0.065
H -2.699632 2.732655 -6.626334 0.00 0.02 0.00 0.072
H 0.331684 3.636368 -1.225043 0.00 0.00 0.01 0.077
H 2.042418 3.600144 -1.644022 0.00 0.01 0.01 0.081
H -3.360561 -2.125755 4.585683 0.00 -0.01 0.01 0.027
H -1.316330 1.087042 4.687745 0.01 0.01 0.00 0.018
H 1.523402 -3.789059 -6.996147 0.00 0.01 0.00 0.130
H -0.765044 2.041120 3.293513 -0.05 0.01 0.01 0.018
H -3.482735 -3.292086 1.697628 -0.01 0.02 0.01 0.032
H 3.255678 0.500060 3.079821 0.01 0.00 0.00 0.014
H 5.398275 3.625920 2.366103 0.00 0.00 0.00 0.073
H -2.470285 -2.570547 0.439607 0.02 -0.01 -0.01 0.026
H -0.450101 0.335102 -4.971696 0.00 0.01 -0.01 0.035
H -0.129496 -4.427458 3.847357 -0.01 0.00 0.02 0.017
H 0.019427 -5.226290 -3.252619 0.00 -0.01 0.00 0.130
H -1.859616 -3.060719 4.658285 0.02 0.01 -0.02 0.007
H 3.619253 -1.880735 2.099797 0.01 -0.01 0.00 0.030
H -1.787486 -3.775434 1.520553 -0.01 -0.02 0.00 0.014
H -5.434095 2.091200 -3.895392 0.00 0.00 0.00 0.085
H 5.421090 5.178688 1.536554 0.00 0.00 0.00 0.071
H 0.530775 -4.484902 0.860076 -0.03 0.00 0.02 0.007
H 0.561294 5.173666 4.650381 0.00 0.00 -0.01 0.069
H 3.360369 -1.835198 3.843175 -0.01 0.00 -0.01 -0.001
H 2.847816 1.881664 4.113877 0.00 0.00 0.02 0.036
H 3.770253 3.721163 -0.000373 0.00 0.00 0.00 0.116
H -0.093646 2.346814 4.911312 0.02 0.03 0.01 0.032
H 1.274907 2.172704 -0.986752 0.03 0.00 0.17 0.067
H 2.265900 1.826674 2.450350 -0.01 -0.02 0.01 0.020
H 2.076565 -1.277375 5.447934 -0.02 0.00 0.00 0.002
H 1.973554 -3.673289 0.296065 0.03 0.02 0.00 0.030
H -1.865369 -1.166335 -3.374846 -0.10 0.20 0.07 0.004
H 5.048444 5.105200 3.262020 0.00 0.00 0.00 0.064
```
Positions in Å, forces in eV/Å.

Calculated values
- energy (eV) = -169704.4037
- energy above the lowest of the compared OMol25 structures with the same formula, charge and spin (kJ/mol) = 0.0
- maximum force (eV/Å) = 0.3
- Kohn-Sham gap (eV) = 7.02
- spin multiplicity = 1
- net charge = -2
- E_LUMO (eV) = 3.23